(1)
61
Properties=species:S:1:pos:R:3:forces:R:3 method="wB97M-V/def2-TZVPD" e_tot_ha=-5015.1367 lumo_energy_ha=0.070 molar_mass_g_mol=677.01 de_lowest_kj_mol=361.1 charge=-1 orbital_gap_ev=6.848
C 6.254384 1.225552 -0.849790 0.3449 -0.3687 0.3488
C 6.503649 -0.069552 -1.823701 0.7188 0.2389 -1.3831
C 5.208251 -0.514195 -2.725996 0.8447 0.4165 0.9354
F 5.627298 -1.660557 -3.567336 -0.2538 1.7859 0.5968
Nb 3.377832 -1.140498 -1.438508 -0.3094 0.4630 -1.5074
C 2.091752 -0.711215 -3.275642 -0.2179 -0.1411 -1.6887
C 1.706704 0.882400 -3.249117 0.2941 -0.0197 -1.4309
C 0.180788 1.222703 -2.756632 1.5614 1.9595 -0.5454
S -0.417277 0.244896 -1.275943 -6.5259 -3.1684 1.8771
O -0.555170 -1.279362 -1.503247 1.7446 5.1805 0.5615
O -1.874124 0.767890 -0.966483 5.2077 -0.5928 -1.0109
O 0.474801 0.562162 0.177154 -1.9045 1.1905 -2.3195
H 5.955500 2.168899 -1.512556 0.5274 -2.0440 1.5694
H 7.274115 1.448692 -0.292623 -1.9949 -0.2940 -1.2493
H 5.460268 1.017777 0.013206 1.5591 0.4729 -2.1710
H 6.948775 -1.019169 -1.269462 -1.2578 2.0882 -0.9539
H 7.349742 0.256917 -2.598695 -1.5204 -0.6051 1.5864
H 4.791127 0.362962 -3.412223 1.3499 -1.6208 0.9906
H 3.576654 -2.840509 -2.025719 0.1093 -0.5267 0.1846
H 4.490641 -1.561253 -0.050486 0.1426 -0.3744 0.0744
H 3.204249 0.550710 -0.819610 0.0781 0.7539 0.6250
H 1.966258 -1.711802 -0.445056 -0.0535 -0.2629 0.3917
H 1.189486 -1.438940 -3.437460 1.4469 1.6318 0.2500
H 2.805888 -0.862052 -4.220469 -1.4618 0.2482 1.9426
H 1.781249 1.259005 -4.379368 -0.4778 -0.5242 2.3551
H 2.549942 1.501787 -2.675568 -2.2471 -1.2776 -0.9393
H -0.638543 1.145633 -3.606228 1.6334 -0.4673 2.0815
H 0.180514 2.369418 -2.426331 -0.2555 -2.5913 -0.3317
H 0.058211 1.430114 0.518788 0.6326 -1.7188 -0.7164
Cl -2.805246 2.593508 1.904549 0.0428 0.1948 0.0660
C -3.564146 0.984408 1.812900 -0.2785 -0.2220 -0.0072
C -4.875487 0.923652 2.579131 0.0343 0.0290 -0.4452
Cl -4.630917 1.033453 4.340444 -0.0213 0.0695 0.1452
H -2.844879 0.247998 2.184704 -0.3357 0.7447 -0.1202
H -3.743178 0.779382 0.753144 0.0876 0.0603 0.1681
H -5.373726 -0.031621 2.388437 0.1879 0.1016 0.0157
H -5.555415 1.727385 2.280093 0.1985 -0.1021 0.1190
Cl -3.796155 7.204838 3.396245 0.0208 0.0681 -0.0149
C -3.366267 5.737894 4.311015 0.0663 -0.3300 0.1807
C -2.850504 6.060498 5.703973 -0.2790 -0.1841 0.0071
Cl -1.258280 6.858788 5.663373 0.0016 0.0597 0.0023
H -2.629206 5.177516 3.727405 -0.1350 0.1896 0.1570
H -4.274772 5.132317 4.382190 0.1659 0.1048 0.0516
H -2.726277 5.137121 6.277642 -0.0098 0.0966 -0.2003
H -3.541861 6.709673 6.250151 0.1675 -0.0604 -0.2077
Cl -1.995402 -5.916485 -1.338894 0.0190 -0.0680 0.0047
C -2.676263 -4.340557 -1.814724 -0.0895 0.3850 -0.0930
C -3.579619 -4.449511 -3.032301 -0.1616 0.1026 0.2752
Cl -2.668050 -4.835263 -4.513628 -0.0114 -0.0566 -0.0129
H -1.845076 -3.650229 -1.989248 -0.1347 -0.1658 -0.0256
H -3.249489 -3.972501 -0.958501 0.0088 -0.0639 -0.1733
H -4.081098 -3.493439 -3.210061 0.1812 -0.1013 0.0904
H -4.348327 -5.216701 -2.897317 0.2526 0.0810 -0.0207
Cl -2.435848 -1.869424 2.173697 0.0336 -0.6861 0.1426
C -0.952943 -2.663420 1.587100 0.5860 -0.2860 -0.2204
C -0.286378 -3.502803 2.664849 -0.1426 -0.2015 -0.2732
Cl 0.410389 -2.500787 3.962760 -0.0519 0.0262 0.0756
H -0.280823 -1.888381 1.205720 -0.1575 -0.1580 0.1069
H -1.246768 -3.301231 0.748032 0.0829 0.0835 0.1773
H 0.538253 -4.077107 2.232052 -0.1335 0.2220 -0.0481
H -0.989205 -4.207382 3.120171 0.0893 0.2350 -0.0461


(2)
11
Properties=species:S:1:pos:R:3:forces:R:3 method="wB97M-V/def2-TZVPD" smiles="O=c1o[nH]nc1NO" e_tot_ha=-467.8719 lumo_energy_ha=0.008 molar_mass_g_mol=117.06 de_lowest_kj_mol=242.8 charge=0 orbital_gap_ev=9.531
O 1.198780 -1.407091 -1.170369 -2.1082 0.3824 0.6353
C 0.233201 -1.002755 -0.540340 1.9677 -0.8287 0.7495
O -0.639522 -1.763556 0.204240 0.9063 -0.6282 -1.4614
N -1.566235 -0.910189 0.784042 -0.2338 1.4591 1.5142
N -1.025654 0.401160 0.777725 0.6798 -0.8507 -1.2728
C -0.041355 0.359726 -0.074237 -1.5460 0.6336 1.0885
N 0.707560 1.414083 -0.517899 1.3042 -0.0596 -0.7459
O 0.859276 2.453960 0.403164 -0.4976 2.1370 -0.7170
H -1.633049 -1.176156 1.788873 0.1494 -0.0152 -0.9620
H 1.652966 1.101029 -0.809666 -0.8955 0.1500 0.1694
H 0.671034 3.331415 -0.095097 0.2738 -2.3796 1.0023


(3)
77
Properties=species:S:1:pos:R:3:forces:R:3 method="wB97M-V/def2-TZVPD" smiles="CCCCCc1ccc2c(c1)C(=O)C=CC2=O.CCN(CC)CC.CCN(CC)CC" e_tot_ha=-1316.3467 lumo_energy_ha=-0.029 molar_mass_g_mol=430.68 charge=0 orbital_gap_ev=7.390
C -3.768227 0.791634 -2.835935 -0.1181 0.0151 0.5953
C -4.404372 0.032368 -1.670806 0.6248 -0.8233 -0.3676
C -3.609466 -1.253671 -1.333806 -0.1570 0.5937 -0.1861
C -2.407230 -0.975555 -0.444646 -0.2210 -0.2213 0.1308
C -2.784974 -0.739080 1.024278 0.6012 0.3519 -0.3519
C -1.537426 -0.481203 1.826462 -0.0379 0.2335 0.2040
C -0.892954 -1.501695 2.532482 0.0959 0.3896 -0.0762
C 0.298522 -1.272712 3.225060 -0.7426 0.2865 -0.3919
C 0.845097 0.005208 3.186315 -0.1121 -0.4296 0.0875
C 0.199844 1.031872 2.503630 -0.3331 -0.2924 -0.2160
C -0.995171 0.808460 1.829269 0.4194 -0.4789 0.4118
C 0.843626 2.365288 2.488791 0.1478 -0.4755 -0.0669
O 0.209354 3.383285 2.466646 -0.3724 0.9205 -0.2436
C 2.323214 2.329592 2.502587 0.4908 -0.2742 0.1333
C 2.945004 1.351783 3.160897 -0.1495 0.2712 -0.3789
C 2.138599 0.308009 3.848479 -0.1342 0.2350 -0.3112
O 2.503228 -0.230438 4.859295 0.3754 -0.4824 0.4129
H -3.541626 0.120957 -3.657041 -0.0366 -0.1160 -0.2262
H -4.446335 1.567040 -3.180818 0.0116 0.1480 -0.1787
H -2.846333 1.274893 -2.520427 0.0375 -0.1389 -0.0669
H -4.430288 0.661651 -0.786510 -0.3668 0.1901 0.0971
H -5.404670 -0.277340 -1.957850 -0.2955 0.1946 0.1507
H -3.264351 -1.663175 -2.280687 0.0221 -0.2512 -0.1006
H -4.273410 -1.987085 -0.881121 0.0014 -0.1580 0.1480
H -1.689736 -1.793880 -0.484151 0.0899 -0.1274 -0.0820
H -1.903570 -0.088276 -0.825049 0.2367 0.1108 0.0142
H -3.389328 0.163448 1.060395 -0.3472 -0.0370 0.2077
H -3.345181 -1.583000 1.415876 -0.1147 -0.0931 0.0753
H -1.355574 -2.478293 2.516759 0.1056 -0.1837 0.0966
H 0.775032 -2.078472 3.757211 0.1903 -0.0032 0.1571
H -1.463513 1.624446 1.297740 -0.1069 0.0756 -0.0417
H 2.878116 3.094870 1.982700 -0.0816 0.3062 0.0589
H 4.020337 1.293001 3.192677 0.1765 -0.0297 0.2798
C 2.532182 -6.692095 -1.148607 -0.0045 -0.0020 -0.0256
C 2.320264 -5.275332 -0.636362 0.0966 -0.0714 -0.1090
N 2.443632 -5.156311 0.804861 -0.0587 0.0555 0.0728
C 1.998963 -3.869308 1.309895 -0.1721 0.1388 0.0370
C 2.781900 -2.615042 0.899755 0.0272 0.0877 0.1127
C 3.677578 -5.668653 1.375965 0.1485 -0.1739 0.0290
C 5.004494 -5.065642 0.891639 0.0206 -0.0056 0.0951
H 1.832337 -7.385782 -0.681050 0.0264 0.0022 0.0492
H 2.368705 -6.718293 -2.226704 -0.0156 0.0023 0.0001
H 3.546509 -7.048691 -0.967700 -0.0003 -0.0009 -0.0019
H 1.307202 -4.965128 -0.906471 0.0022 0.0921 0.0551
H 3.005883 -4.603060 -1.176762 -0.0171 0.0034 -0.0207
H 1.964326 -3.921722 2.402014 0.0739 -0.0711 0.0028
H 0.958326 -3.736538 0.994569 0.0159 -0.0554 -0.0740
H 3.720581 -2.526083 1.445827 0.0496 -0.0365 -0.0525
H 2.194143 -1.723965 1.132606 -0.0313 -0.0223 -0.0214
H 3.000383 -2.590748 -0.168020 -0.0086 -0.0389 -0.0138
H 3.708169 -6.745673 1.196656 -0.0432 0.0134 -0.0579
H 3.612988 -5.570740 2.462438 -0.0634 0.0966 -0.0072
H 5.019094 -4.919731 -0.189204 -0.0194 -0.0172 -0.0121
H 5.826669 -5.739004 1.141840 -0.0113 -0.0073 -0.0013
H 5.218871 -4.110085 1.367277 -0.0244 0.0513 -0.0655
C 1.062514 4.064411 -0.864052 0.1083 -0.0156 0.0098
C 0.053958 4.163193 -1.996794 0.0968 0.0776 0.0867
N -1.304591 3.879688 -1.568929 -0.0894 -0.0998 -0.0622
C -2.233502 3.732247 -2.676752 -0.0604 0.0732 -0.1230
C -2.515686 4.954904 -3.559863 -0.0780 -0.0016 0.0041
C -1.782544 4.657737 -0.435952 0.0597 0.0571 0.2545
C -1.802680 6.187321 -0.567664 -0.1046 -0.0126 0.0393
H 1.019947 3.076402 -0.401799 -0.0403 0.0049 0.0317
H 2.072407 4.216432 -1.249162 -0.0158 -0.0139 -0.0412
H 0.894844 4.813744 -0.090447 -0.0158 -0.0232 0.0163
H 0.319845 3.425389 -2.758804 -0.0823 0.0139 -0.0560
H 0.156368 5.151748 -2.472039 -0.0086 -0.0034 -0.0059
H -3.181110 3.356480 -2.280093 0.0925 0.1475 0.0491
H -1.849706 2.931529 -3.317547 0.0818 0.0921 0.0245
H -3.178264 5.667370 -3.070764 0.0526 0.0447 0.0355
H -3.013483 4.636152 -4.478036 0.0108 -0.0239 0.0020
H -1.602337 5.475706 -3.847738 0.0196 -0.0030 0.0053
H -1.172043 4.398771 0.432155 0.0415 -0.0116 -0.0496
H -2.786092 4.304900 -0.183928 -0.0377 -0.0265 -0.1163
H -0.900011 6.570221 -1.045598 0.0227 -0.0213 0.0035
H -1.863885 6.638797 0.424285 0.0119 -0.0174 0.0037
H -2.663387 6.540552 -1.133639 0.0442 0.0154 -0.0775


(4)
63
Properties=species:S:1:pos:R:3:forces:R:3 method="wB97M-V/def2-TZVPD" smiles=CCO.CCO.CCO.CCO.CCO.CCO.CCO e_tot_ha=-1085.1552 lumo_energy_ha=0.021 molar_mass_g_mol=322.48 de_lowest_kj_mol=279.6 charge=0 orbital_gap_ev=10.053
C 3.427778 -5.852121 10.946713 0.1277 -0.9729 0.5736
C 3.994864 -6.353281 9.668965 0.6691 -0.3325 -1.5226
O 5.463463 -6.541652 9.693233 -1.9808 -1.2801 0.6621
H 3.415941 -6.662150 11.671482 0.1098 -0.0609 0.3121
H 2.420707 -5.496744 10.891930 -0.7025 0.2312 -0.4216
H 4.038548 -5.073713 11.308520 0.7241 1.0561 0.6216
H 3.816004 -5.653536 8.850132 -0.0642 -0.0123 0.0355
H 3.515751 -7.316407 9.407886 0.2439 0.3916 -0.0875
H 5.471097 -7.482905 9.984218 0.8793 0.8174 -0.1450
C 11.164340 -7.370495 12.399887 -0.1428 2.3084 0.5036
C 10.744344 -7.498726 10.940351 0.7972 -0.2760 -1.3130
O 9.554505 -8.262548 10.665451 0.6816 -0.2142 -0.4425
H 11.454363 -8.237601 12.892831 0.6722 -2.1926 0.1752
H 10.403086 -7.019274 13.127635 -0.0778 0.3361 -0.9400
H 12.052803 -6.677665 12.549930 -1.1015 -0.6070 -0.6245
H 11.544619 -8.010681 10.345930 -0.1736 0.3192 0.7869
H 10.649893 -6.535481 10.406926 -0.0874 0.0098 0.7277
H 9.711522 -8.648128 9.760526 -0.4430 0.1401 1.0000
C 1.744678 -10.232117 12.489865 -1.1665 0.4876 -1.9045
C 1.225142 -9.697270 11.043939 1.4720 -0.0526 1.9994
O 2.072792 -10.032867 10.002277 -0.3027 -0.7899 -1.6392
H 2.576457 -9.592857 12.652921 0.9515 0.5206 0.5759
H 2.149154 -11.277596 12.479007 -0.9486 0.7715 0.0297
H 0.963552 -9.973247 13.241658 0.6164 -0.6953 -0.3726
H 1.221599 -8.585155 11.074168 -0.7202 -0.5059 0.4040
H 0.306191 -10.142769 10.743219 -1.1162 0.0842 0.2303
H 2.980278 -10.059716 10.242764 1.3478 0.2524 0.7403
C 4.383695 -14.648234 12.702545 -0.8921 0.5390 1.6429
C 3.495582 -14.787893 11.518986 0.4651 -1.0646 -1.6385
O 2.161800 -14.614549 11.899141 0.1086 -0.3115 1.8529
H 4.058787 -13.800529 13.358602 0.1856 -0.4903 -0.6901
H 5.389239 -14.446696 12.398661 0.7038 -0.1634 -0.1042
H 4.309764 -15.534045 13.337626 0.2950 -0.0188 -0.0811
H 3.784452 -15.742733 10.950549 -0.9608 0.6572 0.9543
H 3.731794 -14.049838 10.792468 0.3849 1.1031 -0.7039
H 1.496903 -14.707674 11.242230 -0.2905 -0.2247 -1.2130
C 11.393822 -8.863221 6.830162 -1.7265 2.8819 -0.4602
C 10.306046 -9.890144 6.959251 -0.2303 1.4274 2.2157
O 9.526474 -9.660206 8.174811 1.5636 -0.5404 0.6494
H 11.980086 -9.118235 5.994751 1.0532 -0.2512 -1.0366
H 11.995342 -8.701869 7.687521 0.6887 -0.5157 0.9770
H 10.999532 -7.776556 6.633911 0.2937 -2.0235 0.1313
H 10.764643 -10.858028 7.067344 -0.2893 -0.5785 -0.3437
H 9.585065 -9.740586 6.205745 -0.3654 -0.6335 -1.5385
H 8.669159 -9.331299 7.977228 -1.0636 0.3553 -0.5258
C 7.159432 -7.802507 14.018600 -0.2195 -1.7622 0.6949
C 6.813526 -7.413442 12.590214 -1.3152 -0.6326 -0.0219
O 7.045824 -8.468594 11.646747 0.3214 0.1491 0.2536
H 6.712553 -8.808919 14.305326 0.2653 1.0687 -0.7133
H 6.726378 -7.129650 14.744125 -0.0542 0.5356 0.0789
H 8.215183 -7.942816 14.279185 0.0168 0.3715 -0.4724
H 7.242937 -6.484680 12.246216 0.5189 0.2358 -0.0180
H 5.706723 -7.227912 12.547507 0.8717 -0.1979 0.0511
H 7.972608 -8.491900 11.313977 -0.2812 0.3932 0.3715
C 6.620125 -11.786119 10.744784 -1.4839 -0.7982 -1.8701
C 5.619689 -10.839553 9.980240 -0.1788 -1.3563 -0.9241
O 5.007527 -9.892335 10.814861 -0.0460 -0.1053 0.1444
H 6.986520 -11.198163 11.539358 0.9003 0.3731 1.0271
H 7.413928 -12.117324 10.041235 -0.2991 0.3130 0.6186
H 6.121916 -12.710122 11.132723 0.2994 0.9172 -0.1785
H 4.762946 -11.397852 9.531624 0.7929 0.0939 0.1524
H 6.154450 -10.362126 9.121940 -0.2277 -0.0781 0.5781
H 5.751716 -9.515446 11.314993 -0.0698 0.5975 0.1749